Here is a 4-piece molecular cluster, C5H18N2O4 overall in a non-equilibrium geometry from OMol25. Energies are from the ωB97M-V functional and the def2-TZVPD basis.

Output
Multiplicity: 1
HOMO: -0.3161 Ha
Energy relative to the best compared isomer or geometry (same formula, charge and spin): 32.1 kcal/mol
Energy: -611.76801 hartree
HOMO-LUMO gap: 0.3320 Ha
Total charge: 0

Last column: Mulliken charge in e.
CARTESIAN COORDINATES (ANGSTROEM)
C 1.90 0.18 -2.59  -1.23
C 0.83 0.39 -1.83  0.64
N -0.47 0.01 -2.24  -0.50
C 0.91 1.14 -0.53  -0.77
C 0.37 0.32 0.66  0.36
N -1.12 0.35 0.70  -0.53
C 0.95 0.84 1.99  -0.89
O 0.31 0.23 3.09  -0.57
H 1.86 -0.37 -3.53  0.26
H 2.87 0.47 -2.31  0.29
H -0.52 -0.69 -2.96  0.25
H -1.09 -0.25 -1.49  0.20
H 0.36 2.10 -0.59  0.36
H 1.95 1.44 -0.32  0.39
H 0.68 -0.75 0.59  0.20
H -1.45 -0.09 1.55  0.31
H -1.47 1.30 0.71  0.23
H 0.74 1.91 2.13  0.35
H 2.02 0.65 2.02  0.35
H 0.29 -0.76 3.04  0.40
O -1.73 2.69 -1.97  -0.68
H -1.79 1.88 -1.50  0.31
H -1.19 2.44 -2.76  0.34
O 0.00 -2.43 2.61  -0.68
H 0.77 -3.02 2.59  0.32
H -0.52 -2.60 1.83  0.36
O -1.55 -2.69 0.41  -0.73
H -1.47 -1.86 0.02  0.35
H -2.46 -2.83 0.69  0.31